20
Properties=species:S:1:pos:R:3 method="wB97M-V/def2-TZVPD" e_homo_ev=-14.80 smiles=CC(C)CC[NH3+] gap_ha=0.4101 total_charge=+1
C 0.2575 1.2719 -0.3832
C -0.7504 0.2853 -0.7895
C -0.7166 -0.8667 0.2180
C -1.2667 -0.5826 1.6140
C 0.7040 -1.3727 0.4630
N 1.3321 1.2643 -1.3671
H -0.1807 2.3055 -0.2891
H 0.8114 1.0490 0.5921
H -1.7618 0.7344 -0.9614
H -0.5342 -0.1978 -1.8605
H -1.1971 -1.6163 -0.3461
H -1.1071 -1.3932 2.4610
H -0.9958 0.4846 1.9535
H -2.3518 -0.6412 1.6953
H 0.6812 -2.4357 0.9639
H 1.1644 -0.8243 1.2830
H 1.1858 -1.4326 -0.4929
H 1.7674 2.1041 -1.2014
H 0.9400 1.3189 -2.3361
H 2.0184 0.5450 -1.2165

20
Properties=species:S:1:pos:R:3 method="wB97M-V/def2-TZVPD" e_homo_ev=-9.86 smiles=CCCC(C)C gap_ha=0.4057 total_charge=0
C -0.5818 -2.1472 1.7696
C -0.7661 -1.0797 0.6811
C 0.3834 -0.1168 0.5206
C 0.0271 1.0205 -0.4306
C 1.1451 2.0526 -0.4458
C -0.2843 0.5376 -1.8496
H 0.3852 -2.2288 2.2884
H -0.6094 -2.7482 0.8598
H -1.4228 -2.3821 2.4352
H -0.8218 -1.6829 -0.3329
H -1.7485 -0.6182 0.7589
H 1.2479 -0.6880 0.1418
H 0.6920 0.2922 1.4930
H -0.8817 1.4948 -0.0278
H 0.8918 2.8979 -1.0918
H 1.3418 2.4347 0.5626
H 2.0725 1.6031 -0.8218
H -0.5518 1.3861 -2.4894
H 0.5936 0.0481 -2.2913
H -1.1129 -0.1780 -1.8803

8
Properties=species:S:1:pos:R:3 method="wB97M-V/def2-TZVPD" spin_multiplicity=2 e_homo_ev="-10.54 / -12.43" s2=0.758 gap_ha="0.2340 / 0.3021" total_charge=+1
O 1.0545 -0.5607 -0.0413
C 0.6338 0.6610 -0.0169
C -0.7657 0.8696 0.1580
O -1.4963 -0.1619 0.2672
Cs -0.6860 -2.6576 1.8706
Li 1.2166 -1.4432 -1.6779
H 1.2406 1.4322 -0.5114
H -1.1975 1.8606 -0.0483

15
Properties=species:S:1:pos:R:3 method="wB97M-V/def2-TZVPD" e_homo_ev=-14.00 smiles="CON/[NH+]=C(/N)O" gap_ha=0.3884 total_charge=+1
C 1.1456 -0.9246 -0.1463
C -1.8027 1.6302 -0.5629
N 1.1944 -2.1424 -0.7065
N 0.1446 -0.5013 0.6689
N -0.0598 0.8723 1.1222
O 2.1454 -0.1010 -0.3993
O -1.3606 1.1429 0.9371
H -2.9121 1.5372 -0.5028
H -1.1372 0.9489 -1.2487
H -1.3769 2.6206 -0.7624
H 0.5667 -3.0009 -0.2937
H 1.9341 -2.5896 -1.2750
H -0.5798 -1.2129 0.8480
H 0.0494 0.9232 2.2150
H 2.0488 0.7973 0.1062

8
Properties=species:S:1:pos:R:3 method="wB97M-V/def2-TZVPD" e_homo_ev=-10.33 smiles="O=[NH+][O-].C#[N+][O-]" gap_ha=0.3739 total_charge=0
C 0.2240 -1.2612 0.6854
N -0.7004 -0.7916 1.2091
N 0.2349 0.9742 -1.0828
O -1.7969 -0.6841 1.6277
O 1.1852 0.4520 -1.5927
O 0.4126 1.7096 -0.1355
H 1.2472 -1.3394 0.7912
H -0.8066 0.9405 -1.5024

63
Properties=species:S:1:pos:R:3 method="wB97M-V/def2-TZVPD" e_homo_ev=0.10 gap_ha=0.1575 total_charge=-2
Pd -0.6553 0.4264 -0.9472
C 6.6754 -0.6432 -0.9342
C 6.0852 -0.0521 0.1803
C 4.7754 0.3702 0.1417
C 4.0109 0.1918 -1.0241
C 4.6288 -0.3714 -2.1511
C 5.9395 -0.7802 -2.1148
P 2.2152 0.4578 -1.1285
C 1.8721 1.6041 0.2666
C 0.9237 1.3411 1.2666
C 0.5581 2.3531 2.1442
C 1.1285 3.6132 2.0582
C 2.0574 3.8833 1.0615
C 2.4082 2.8882 0.1678
C 1.5938 -1.1691 -0.5601
C 2.4087 -2.2175 -0.1364
C 1.9012 -3.5005 -0.0819
C 0.6142 -3.7492 -0.5396
C -0.2092 -2.7001 -0.9343
C 0.2388 -1.3835 -0.9095
H 7.6971 -0.9933 -0.8883
H 6.6712 0.0670 1.0873
H 4.3184 0.8411 1.0047
H 4.0472 -0.4865 -3.0576
H 6.4082 -1.2166 -2.9908
H 0.4924 0.3401 1.3811
H -0.1914 2.1560 2.9011
H 0.8297 4.3937 2.7441
H 2.4832 4.8728 0.9640
H 3.1034 3.1070 -0.6344
H 3.4361 -2.0284 0.1527
H 2.5137 -4.3123 0.2975
H 0.2524 -4.7707 -0.5759
H -1.2148 -2.9302 -1.2735
O 1.2163 6.7837 -0.5835
C 0.6795 5.7237 -0.8530
S -0.8742 5.1860 -0.1165
C -0.8492 3.5832 -0.8678
C -0.0070 3.4111 -1.9431
S 0.0473 2.0423 -2.9349
S 1.0057 4.8101 -2.3645
S -1.9156 2.4189 -0.2419
C -3.3363 -3.2696 0.9794
C -3.5977 -1.7615 1.1175
C -4.2081 -1.5005 2.4943
O -2.3422 -1.0996 1.0390
B -2.1813 -0.5682 -0.2278
O -3.3433 -0.7251 -0.9586
C -4.3835 -1.1720 -0.1039
C -5.2566 -2.1733 -0.8626
C -5.2250 0.0557 0.2706
H -2.5884 -3.5538 1.7180
H -2.9243 -3.4909 -0.0007
H -4.2463 -3.8470 1.1388
H -3.5849 -1.9918 3.2393
H -5.2199 -1.8995 2.5575
H -4.2144 -0.4368 2.7072
H -4.6420 -2.9319 -1.3389
H -5.7938 -1.6416 -1.6454
H -5.9713 -2.6440 -0.1893
H -4.5938 0.7969 0.7544
H -6.0558 -0.2109 0.9211
H -5.6135 0.5039 -0.6424

Calculated molar mass (g mol⁻¹), listed in the same order as above: 88.17 86.18 197.88 106.10 90.04 674.98
Calculated max |F| (Eh/bohr), listed in the same order as above: 0.0657 0.0666 0.0306 0.0841 0.0480 0.0400
Calculated energy above the lowest of the compared OMol25 structures with the same formula, charge and spin (kJ/mol), listed in the same order as above: 163.2 140.2 60.3 460.5 468.8 183.8